[1]
Here is a molecular structure, C8H24INO6Pd in a non-equilibrium geometry from the Open Molecules 2025 dataset. Energies are from the ωB97M-V functional and the def2-TZVPD basis.

Atoms and positions in Å:
H -17.5207 26.0022 -18.7478
O -11.8709 25.9268 -16.5622
H -14.6857 21.1420 -19.2484
H -12.9470 23.0845 -18.0997
H -12.5574 23.3573 -16.4935
O -17.5695 21.7935 -18.5849
C -12.0130 25.1163 -17.6758
H -17.0005 21.6858 -13.6866
Pd -15.7454 23.0471 -18.0288
C -18.0594 20.9286 -20.8834
H -16.9088 23.4896 -13.5162
H -14.2154 25.2591 -16.6821
H -17.5707 26.6099 -17.0543
C -17.7989 25.7762 -17.7184
H -16.9547 24.8620 -15.2510
H -15.3025 22.5923 -15.3010
O -14.2919 24.4393 -17.1758
H -18.8688 21.0389 -21.6050
O -14.5945 21.2960 -18.2879
H -17.1773 21.4187 -21.2954
H -17.7439 20.9899 -18.0895
O -17.9126 19.5364 -20.6047
H -18.8730 25.5913 -17.7267
H -11.0291 24.7144 -17.9178
H -15.8604 21.3159 -15.8522
C -17.3835 22.6493 -14.0228
N -15.9796 22.3087 -15.9947
H -18.4491 22.8007 -13.8506
C -18.5369 21.6972 -19.6029
H -18.0555 22.1868 -15.9045
H -12.0664 26.8544 -16.7136
H -18.7544 22.7096 -19.9434
C -17.5726 24.2547 -15.9124
C -12.9560 23.8850 -17.3599
H -12.3684 25.6641 -18.5486
H -16.9723 19.3633 -20.6912
C -17.2518 22.8205 -15.5295
H -18.6109 24.5351 -15.7353
O -17.2892 24.5178 -17.3084
I -15.4452 24.1575 -20.6959
H -19.3173 21.1616 -19.0624

Highest occupied orbital energy (alpha / beta) (eV): -11.735 / -11.555
Max |F| (eV Å⁻¹): 2.3
Kohn-Sham gap (alpha / beta) (eV): 9.05 / 4.68
Net charge: +1
Multiplicity: 4
E (Eh): -1250.59219

***

[2]
Here is a molecular structure, C8H24Mn2NO7 in a non-equilibrium geometry from the Open Molecules 2025 dataset. Energies are from the ωB97M-V functional and the def2-TZVPD basis.

Atoms and positions in Å:
N 1.0367 1.1324 -0.0703
Mn -1.0050 0.1585 -2.5395
Mn 3.6714 3.2400 -0.0905
H 3.5702 0.8238 5.1849
C -4.0891 2.0653 -0.6656
C -2.3619 -1.5826 -0.1550
H 2.9787 -2.4850 -1.1876
C 1.9046 -2.4059 -1.3551
O 0.4381 0.6435 0.8568
H 2.7317 0.9753 2.2094
C 2.4133 1.0017 3.2515
H -0.6114 -2.9521 0.2742
H 3.3457 -0.6810 4.4028
H -4.9282 2.5773 -1.1366
O -2.1840 1.9781 -2.2673
H 4.5240 0.4490 3.7380
H -1.6850 -3.2897 -1.2539
H 1.7713 2.8739 3.2133
H -2.9455 2.1379 -2.8296
H 1.9200 -2.4104 -3.4519
H -4.1206 2.4641 0.3483
O 0.1855 -1.5718 -2.7587
H -0.0218 -2.4498 -3.0871
H -2.1432 -3.6634 0.2766
O 2.3468 2.3509 3.7763
H -3.3698 -1.6450 -0.5651
H -2.7322 3.6637 -1.1330
O 2.0367 1.8168 0.0658
H 1.4028 0.5999 3.3256
H 1.4197 -3.3813 -1.3163
C -1.5689 -2.8969 -0.2438
H -4.1990 0.9813 -0.6962
H 1.6740 -1.8313 -0.4580
O 0.5338 1.0128 -1.1767
H 2.1819 -0.7229 -2.7871
C 3.5370 0.3715 4.1938
C 1.6707 -1.6798 -2.6824
H -0.8085 -0.4536 0.0053
O -1.5446 -0.5766 -0.5986
H -1.8807 2.2597 -0.4356
H -2.4183 -1.4738 0.9281
C -2.6771 2.5754 -1.1096

Highest occupied orbital energy (alpha / beta) (eV): -18.114 / -17.986
Max |F| (eV Å⁻¹): 6.0
Kohn-Sham gap (alpha / beta) (eV): 3.85 / 3.74
Net charge: +3
Multiplicity: 11
E (Eh): -3201.31877

***

[3]
Here is 8 unconnected molecules or ions with the total composition C8H24N8O16 in a non-equilibrium geometry from the Open Molecules 2025 dataset. Energies are from the ωB97M-V functional and the def2-TZVPD basis.

Atoms and positions in Å:
O 0.3312 1.8247 -5.8049
O -5.3373 -2.8839 -0.2039
H -3.0581 -1.8523 0.5241
H 0.8623 -0.4438 1.6031
N 0.5828 1.3943 0.5226
O 0.6377 2.4733 1.0519
N -2.1344 0.7393 5.7923
N 4.0322 -0.4943 -0.7681
O 4.9542 4.7292 -0.7208
O 4.9408 -1.3140 -1.0137
C 0.0576 0.2220 1.2913
O -2.0791 1.6985 6.6009
H 1.3219 -3.8606 -1.6296
H -0.3082 -4.4809 -1.2273
H -4.3477 0.1365 -1.9879
O 4.8683 4.1257 1.3678
H -0.5133 0.5209 2.1704
C 2.9593 5.0402 0.3962
H -2.5854 -1.1526 6.7063
N -2.6252 0.6141 -2.7453
O 2.1796 -3.9439 0.8266
H -3.2347 -2.6313 2.1347
O -1.4620 0.6524 4.7330
O -5.2683 -3.9441 1.6234
H 4.8180 0.9268 0.3464
O -2.4228 1.4696 -3.5615
O 1.0222 1.1920 -0.5929
H 1.1329 -5.4855 -1.0945
H -2.5645 -3.4820 0.7702
H 0.3198 -0.3150 -4.4209
H 2.0114 0.2220 -4.4585
C 4.4560 0.9390 -0.6816
N 4.3581 4.5587 0.3236
O 0.0845 -3.2442 0.8970
N -4.7526 -3.2193 0.8246
H 2.7278 5.9243 0.9902
O 1.0548 2.7971 -3.9297
H 3.5068 1.4723 -0.7331
H -0.5120 -0.3271 0.5415
H -3.4556 -0.6838 5.1222
H 2.4338 4.2309 0.9032
C -3.8165 -0.2695 -2.8488
H -3.7628 -1.3564 -2.7855
H 5.2860 1.1011 -1.3693
O 2.8407 -0.7439 -0.9334
N 0.7720 1.8052 -4.6475
C -3.3319 -2.7629 1.0570
O -1.8578 0.4558 -1.8223
H -3.8195 0.1241 6.7058
C 0.7439 -4.4786 -0.9425
H -4.3041 0.0774 -3.7598
H 2.4088 5.1503 -0.5381
C 1.0126 0.4597 -4.0923
C -3.0734 -0.3897 6.0998
H 0.9159 0.5514 -3.0105
N 0.9938 -3.8692 0.3985

Highest occupied orbital energy (alpha / beta) (eV): -13.358 / -13.358
Max |F| (eV Å⁻¹): 5.2
Kohn-Sham gap (alpha / beta) (eV): 8.10 / 3.19
Net charge: +1
Multiplicity: 2
E (Eh): -1959.88411